Record 1
Below is C4H8BeF12N2O12S4 as an isolated structure at a distorted geometry, with properties calculated with the ωB97M-V functional and the def2-TZVPD basis.

Net charge = 0
Highest occupied orbital energy = -10.3 eV
Frontier orbital gap = 8.38 eV
Energy above the lowest of the compared OMol25 structures with the same formula, charge and spin = 153.6 kJ/mol

Last column: Löwdin charge in e.
Cartesian coordinates (Å):
1 S 2.74012 -1.20026 -0.81096  0.703
2 S -2.67892 -0.48961 -2.26027  0.587
3 S 3.35417 -0.25273 1.46870  0.562
4 S -1.80984 -1.84372 -0.24449  0.674
5 F -4.05522 1.40927 -3.60532  0.160
6 F -4.05184 1.66843 -1.48413  0.128
7 F 1.41267 -3.51157 -0.97328  0.154
8 F 2.62826 -3.39510 0.83228  0.142
9 F -4.24227 -0.96755 0.63720  0.161
10 F -3.68495 -2.98272 1.24705  0.182
11 F 2.03496 1.17780 3.22715  0.118
12 F 1.88257 -0.92130 3.57376  0.118
13 F -2.24636 2.12916 -2.72427  0.107
14 F -2.73718 -1.27312 2.14636  0.129
15 F 3.75940 0.06167 4.05076  0.175
16 F 3.53511 -3.71955 -1.09566  0.165
17 O 0.57056 1.44722 -2.29659  -0.040
18 O -1.05820 1.21489 2.19069  -0.017
19 O 4.12714 -0.96230 -1.14921  -0.265
20 O 1.78717 -1.01214 -1.88816  -0.321
21 O 1.43056 2.61781 0.83136  -0.045
22 O 4.14181 0.93208 1.14833  -0.298
23 O 4.18359 -1.44731 1.59753  -0.275
24 O -1.17765 2.76387 -0.28500  -0.040
25 O -3.92278 -1.21402 -2.08058  -0.271
26 O -1.94598 -0.81822 -3.46132  -0.262
27 O -0.58965 -1.86574 0.56226  -0.330
28 O -1.98478 -2.97372 -1.11741  -0.244
29 N -1.75103 -0.32689 -0.98748  -0.295
30 N 2.06614 -0.33918 0.57659  -0.289
31 C -3.26249 -1.76031 1.02466  -0.660
32 C 2.55855 -3.09944 -0.46030  -0.653
33 C 2.74022 0.05608 3.21467  -0.670
34 C -3.28585 1.32045 -2.53088  -0.643
35 Be 0.08119 0.67830 0.03146  0.854
36 H 2.15973 3.21630 0.63345  0.085
37 H -1.49157 3.39001 0.37414  0.071
38 H 1.30287 1.40603 -2.92104  0.079
39 H -1.14512 0.70719 3.00673  0.080
40 H -0.20000 1.66864 -2.83065  0.032
41 H -1.09100 3.28065 -1.09320  0.063
42 H 0.87562 3.10390 1.44602  0.036
43 H -0.95973 2.12675 2.47905  0.053

Forces on the atoms, in the same order (eV/Å):
S -0.832 -0.578 -2.039
S -2.075 0.801 -4.377
S 4.843 1.810 2.442
S 2.021 -0.690 0.410
F 0.200 -0.272 -0.103
F 0.859 0.458 -0.143
F -0.068 0.214 0.263
F -0.398 0.022 -0.405
F 0.028 -0.187 0.047
F -0.209 -0.119 -0.112
F 0.151 0.823 0.539
F 0.310 0.059 0.083
F 0.295 0.732 0.316
F -0.017 0.147 0.269
F -0.294 0.463 -0.129
F 0.310 0.184 -0.111
O -0.434 0.468 0.700
O 0.346 0.015 -0.790
O -1.466 0.036 1.000
O 0.101 0.276 1.124
O -0.611 -0.291 -0.009
O -1.207 -0.411 0.528
O -1.904 0.753 -0.145
O 0.162 -0.455 0.244
O 1.114 0.789 0.770
O -0.026 0.710 0.969
O -0.942 1.060 -0.019
O -0.429 1.162 0.694
N 0.627 -1.376 2.435
N -0.974 -1.540 -2.888
C 0.825 0.219 -0.619
C 0.106 0.312 0.487
C -0.722 -1.503 -1.134
C -0.833 -1.938 0.357
Be 0.482 -0.585 -0.636
H 0.272 -0.362 -0.198
H -0.145 -0.112 0.054
H 0.216 -0.416 0.278
H 0.132 -0.332 -0.159
H -0.098 -0.247 -0.005
H 0.177 -0.167 -0.110
H 0.105 0.081 0.039
H -0.002 -0.015 0.082

Record 2
Below is a 2-piece molecular cluster, C4H8Br2Si overall at a distorted geometry, with properties calculated with the ωB97M-V functional and the def2-TZVPD basis.

Net charge = 0
Highest occupied orbital energy (spin up / spin down) = -8.9 / -8.9 eV
Frontier orbital gap (spin up / spin down) = 7.93 / 7.93 eV
Energy above the lowest of the compared OMol25 structures with the same formula, charge and spin = 574.1 kJ/mol

Last column: Löwdin charge in e.
Cartesian coordinates (Å):
1 Br 1.74974 -4.73520 -1.71587  0.510
2 Br -0.52636 -1.08530 -1.69244  0.326
3 Si 0.80290 -0.01484 -0.24607  0.289
4 C 0.17020 1.89972 1.80891  -0.139
5 C -0.15784 1.42778 0.42688  -0.546
6 C -0.08216 -4.33866 -1.51310  -0.514
7 C -1.37984 1.70685 -0.07796  -0.039
8 H 1.22398 2.31828 1.97882  0.102
9 H 1.02996 -0.83500 0.90287  -0.048
10 H 1.77629 0.63846 -1.13982  -0.052
11 H 0.04191 1.10213 2.43767  0.030
12 H -1.97075 2.44054 0.44852  0.060
13 H -1.48345 1.42314 -1.09807  -0.004
14 H -0.65873 -4.71793 -2.44719  -0.063
15 H -0.53583 2.77004 1.92684  0.087

Forces on the atoms, in the same order (eV/Å):
Br -0.887 0.053 -0.330
Br 0.162 -0.220 -0.032
Si -1.038 1.490 -1.309
C 0.988 3.701 -1.622
C -1.257 -0.737 0.090
C -0.398 -0.422 -0.381
C 2.597 0.626 0.382
H -1.306 -0.677 -0.500
H 0.736 -0.688 0.429
H 0.716 -0.621 0.288
H -0.532 -1.671 2.138
H -0.558 0.043 -0.291
H -1.215 -0.278 -0.489
H 1.297 0.347 0.785
H 0.695 -0.946 0.841

Record 3
Below is a 3-piece molecular cluster, C4H8BrN2 overall at a distorted geometry, with properties calculated with the ωB97M-V functional and the def2-TZVPD basis.

Net charge = +1
Highest occupied orbital energy = -14.2 eV
Frontier orbital gap = 9.21 eV
Energy above the lowest of the compared OMol25 structures with the same formula, charge and spin = 466.7 kJ/mol

Last column: Löwdin charge in e.
Cartesian coordinates (Å):
1 Br 0.19053 -2.23367 1.40389  0.910
2 N 1.13459 0.11819 -1.75138  0.142
3 N -0.69588 -0.16871 -0.53428  -0.100
4 C 0.40400 -1.01830 0.05350  -0.685
5 C -1.58658 0.44006 0.48284  -0.005
6 C 1.40455 -0.88402 -0.85056  -0.081
7 C 0.01876 0.62318 -1.58426  -0.043
8 H -1.15594 1.34731 0.98878  0.148
9 H -1.43374 -0.89559 -0.98737  0.271
10 H 2.09912 0.64732 2.11844  0.003
11 H 2.31815 1.41505 2.45957  0.046
12 H -2.37930 0.83146 0.00234  0.059
13 H -2.07176 -0.34435 1.04281  0.094
14 H 2.29663 -1.31931 -0.85156  0.089
15 H -0.54312 1.44135 -1.99276  0.152

Forces on the atoms, in the same order (eV/Å):
Br -0.271 0.100 0.163
N 1.461 1.209 -1.723
N -2.197 -2.673 1.060
C 0.514 -0.091 -2.411
C 1.684 1.099 1.303
C -3.761 1.304 1.881
C -1.600 -0.838 0.949
H 0.109 -1.564 0.048
H 2.388 1.769 0.530
H 0.792 2.769 1.240
H -0.808 -2.775 -1.251
H -2.728 1.495 -2.194
H 0.688 -0.149 0.894
H 3.513 -1.882 0.021
H 0.215 0.228 -0.509

Record 4
Below is a 2-piece molecular cluster, C4H8BrN2 overall at a distorted geometry, with properties calculated with the ωB97M-V functional and the def2-TZVPD basis.

Net charge = +1
Highest occupied orbital energy = -13.7 eV
Frontier orbital gap = 8.96 eV
Energy above the lowest of the compared OMol25 structures with the same formula, charge and spin = 364.9 kJ/mol

Last column: Löwdin charge in e.
Cartesian coordinates (Å):
1 Br 0.17506 -2.49855 0.57899  0.702
2 N -1.23123 -0.16997 -0.01473  0.083
3 N -0.13920 1.27635 1.16370  0.095
4 C -1.27387 0.89561 0.74160  -0.100
5 C 0.13361 -0.61088 -0.23191  -0.799
6 C 0.59102 -0.59981 -1.62709  -0.090
7 C 0.85736 0.34659 0.66942  -0.117
8 H 1.64277 -0.98550 -1.82538  0.132
9 H -2.11889 1.62320 0.88052  0.201
10 H -1.98205 -0.80963 -0.16394  0.153
11 H 1.38311 -0.43897 2.15312  0.248
12 H 1.81419 0.80800 0.48563  0.110
13 H -0.07118 -1.30307 -2.29968  0.136
14 H -0.08726 2.17797 1.58552  0.175
15 H 0.30656 0.28867 -2.09575  0.070

Forces on the atoms, in the same order (eV/Å):
Br 0.159 0.907 -0.711
N -0.176 -0.201 -0.548
N 1.362 -0.346 -0.571
C -3.176 1.607 -0.515
C 0.247 -1.384 2.038
C -0.448 -3.830 -2.724
C 2.401 -0.873 5.511
H -1.273 0.981 0.589
H 0.324 -1.577 0.003
H -0.667 -0.071 -0.309
H -1.190 1.689 -3.504
H -0.035 -0.111 -0.731
H 1.129 0.762 1.573
H 0.934 0.408 0.427
H 0.412 2.038 -0.527

Record 5
Below is a 2-piece molecular cluster, C4H8BrN2 overall at a distorted geometry, with properties calculated with the ωB97M-V functional and the def2-TZVPD basis.

Net charge = +1
Highest occupied orbital energy = -14.4 eV
Frontier orbital gap = 9.83 eV
Energy above the lowest of the compared OMol25 structures with the same formula, charge and spin = 501.6 kJ/mol

Last column: Löwdin charge in e.
Cartesian coordinates (Å):
1 Br -2.98038 0.33661 -0.16581  0.763
2 N -0.07762 0.56593 -0.37706  -0.104
3 N -0.88218 -1.30949 0.72908  0.012
4 C 0.06521 -1.71162 -0.00209  -0.074
5 C 0.44647 -0.70571 -1.02279  -0.066
6 C 0.94714 1.27361 0.41558  0.001
7 C -1.16392 -0.02595 0.53676  -0.739
8 H 1.60373 1.90737 -0.05866  0.089
9 H -0.67983 1.15549 -1.03348  0.172
10 H 1.54928 -0.82216 -1.41423  0.191
11 H -0.17485 -0.92165 -1.88068  0.134
12 H -1.03505 0.48341 2.20144  0.294
13 H 0.48978 1.89776 1.13232  0.085
14 H 1.56961 0.63302 0.94546  0.099
15 H 0.32259 -2.75662 -0.00584  0.142

Forces on the atoms, in the same order (eV/Å):
Br 1.388 -0.154 0.419
N -0.543 0.323 -1.104
N -0.016 -2.699 0.714
C -0.870 -0.456 -0.168
C 2.041 -0.357 -1.244
C -1.177 0.399 0.499
C -1.240 2.997 4.338
H 1.115 1.197 -2.251
H 1.630 -0.513 0.712
H -1.986 1.188 1.136
H -0.206 0.081 -0.455
H -0.361 -0.579 -4.223
H -0.992 0.551 0.784
H 0.693 -1.856 0.854
H 0.526 -0.122 -0.011

Record 6
Below is an isolated molecule of C4H8BrP at a distorted geometry, with properties calculated with the ωB97M-V functional and the def2-TZVPD basis.

Net charge = 0
Highest occupied orbital energy (spin up / spin down) = -7.8 / -7.6 eV
Frontier orbital gap (spin up / spin down) = 7.86 / 8.04 eV
Energy above the lowest of the compared OMol25 structures with the same formula, charge and spin = 186.4 kJ/mol

Last column: Löwdin charge in e.
Cartesian coordinates (Å):
1 Br -3.47695 -0.74713 0.59169  0.578
2 P -0.49308 -1.14139 1.66976  0.787
3 C 0.35550 -0.14412 -0.72912  -0.379
4 C 0.91128 -0.49759 0.66459  -0.430
5 C -1.78613 -0.07783 1.12291  -0.952
6 C -0.52031 1.00010 -0.72485  -0.016
7 H -0.92473 -2.41073 1.03049  -0.032
8 H -1.50871 1.04628 -1.14073  0.050
9 H -0.33018 -0.95677 -1.07682  0.115
10 H 1.63889 -1.29579 0.49738  0.060
11 H 1.49862 0.39956 1.08939  0.109
12 H -1.79790 0.78818 1.72048  -0.031
13 H 1.12409 0.20897 -1.44133  0.121
14 H -0.26714 1.89765 -0.36769  0.020

Forces on the atoms, in the same order (eV/Å):
Br 0.282 0.173 0.094
P -0.037 -1.311 0.690
C -0.727 -0.033 -0.770
C 1.023 0.559 -1.008
C 0.940 0.548 -1.679
C -3.625 -2.670 1.274
H 0.765 1.232 0.067
H -0.035 -0.434 -0.859
H 1.354 0.125 -0.206
H 0.136 -0.061 0.412
H -1.226 -1.407 -0.205
H -0.719 1.024 0.588
H 0.357 -1.086 0.096
H 1.512 3.342 1.507

no.,DFT total energy (a.u.)
1,-3975.37288
2,-5594.56780
3,-2840.34236
4,-2840.38114
5,-2840.32908
6,-3072.42866